[1]
Here is a structure of composition C36H50InN2O5PS3Te in a non-equilibrium geometry from OMol25. Energies are from wB97M-V/def2-TZVPD.

The geometry in XYZ format:
```
99
Properties=species:S:1:pos:R:3:lowdin_charge:R:1
Te -3.03 1.33 -1.90 0.856
In 0.60 -0.78 0.20 0.970
S -2.45 3.96 0.37 0.829
S 1.69 1.12 -3.27 0.942
S -1.89 0.98 0.26 0.391
P -2.08 -0.80 -2.58 0.202
O -1.12 -1.51 -1.73 -0.413
O -3.23 -1.87 -2.92 -0.259
O 1.28 0.27 -2.11 -0.678
O -1.50 -0.38 -4.03 -0.311
O -0.57 0.47 2.57 -0.279
N -0.08 2.98 0.78 -0.025
N 1.06 2.30 0.84 0.054
C 0.15 -4.46 2.26 -0.034
C -3.49 4.11 2.97 -0.287
C -0.51 -0.91 -6.15 -0.062
C 3.18 -2.96 0.51 -0.224
C -4.37 -1.53 -3.71 -0.309
C 0.73 -4.12 -0.18 -0.220
C 3.74 -2.61 -1.94 -0.041
C -4.23 5.02 3.71 -0.052
C 2.57 -3.06 2.97 -0.040
C 1.28 2.84 -2.81 -0.296
C 1.24 -3.96 -2.62 -0.024
C 1.65 2.00 1.94 -0.315
C 1.62 -3.71 -1.18 -0.211
C 4.56 -2.44 0.87 -0.038
C -3.81 2.75 3.05 -0.052
C -0.68 -1.34 -4.71 -0.296
C -4.87 2.33 3.84 -0.075
C -0.60 -4.70 -0.59 -0.032
C -5.29 4.60 4.50 -0.091
C 2.28 -3.33 1.51 -0.240
C -0.31 2.29 5.69 -0.104
C 0.86 3.01 5.49 -0.126
C -0.81 1.46 4.71 -0.031
C 1.01 2.10 3.26 -0.138
C -0.16 1.32 3.47 -0.409
C 3.50 1.44 -3.06 -0.290
C 2.83 -3.12 -0.84 -0.216
C 1.52 2.90 4.28 -0.059
C -2.37 4.60 2.10 -0.377
C 2.51 3.67 -3.13 -0.235
C -1.26 2.63 0.48 -1.025
C 1.07 -3.95 1.17 -0.228
C 3.05 1.46 1.84 -0.025
C -5.43 -2.61 -3.51 -0.065
C -5.62 3.25 4.56 -0.097
C 3.68 2.86 -2.56 -0.230
H -0.84 2.39 6.64 0.097
H 5.30 -2.79 0.16 0.078
H -0.47 -5.71 -1.00 0.092
H 3.63 2.89 -1.47 0.109
H -0.62 -3.72 2.49 0.100
H 0.49 -3.22 -2.93 0.061
H -0.07 0.08 -6.20 0.073
H 2.90 -3.96 3.49 0.093
H 3.15 -2.11 -2.70 0.068
H 0.39 3.14 -3.37 0.089
H 4.86 -2.78 1.85 0.073
H -4.76 -0.56 -3.40 0.064
H -6.46 2.92 5.15 0.098
H -1.30 -4.77 0.24 0.070
H 0.70 -4.67 3.17 0.071
H 3.96 1.29 -4.04 0.085
H 3.07 0.45 2.26 0.076
H 2.42 3.48 4.11 0.106
H 2.10 -3.89 -3.28 0.072
H 0.13 -1.62 -6.66 0.082
H -5.86 5.32 5.07 0.099
H -1.39 4.31 2.48 0.080
H 3.87 0.68 -2.37 0.082
H -1.14 -2.33 -4.64 0.121
H -3.24 2.03 2.48 0.073
H 1.05 2.82 -1.74 0.077
H 4.64 3.28 -2.87 0.114
H 0.80 -4.95 -2.73 0.083
H -1.71 0.89 4.88 0.106
H 0.29 -1.39 -4.20 0.088
H -5.11 1.28 3.89 0.105
H -1.48 -0.89 -6.65 0.077
H 3.37 1.44 0.80 0.067
H 1.25 3.66 6.27 0.088
H -5.06 -3.57 -3.88 0.080
H 4.28 -3.44 -2.41 0.094
H 2.45 4.66 -2.68 0.119
H -0.34 -5.38 1.95 0.077
H -3.98 6.07 3.66 0.108
H -5.66 -2.71 -2.45 0.083
H -4.08 -1.47 -4.76 0.119
H -1.06 -4.07 -1.35 0.068
H 2.62 3.78 -4.21 0.114
H 4.47 -1.90 -1.56 0.063
H 1.67 -2.69 3.46 0.086
H 4.57 -1.34 0.87 0.083
H -6.33 -2.34 -4.05 0.080
H -2.41 5.69 2.00 0.072
H 3.34 -2.30 3.09 0.065
H 3.73 2.08 2.43 0.085
```

* electronic energy: -3881.62040 Eh
* ΔE to the lowest compared entry with this formula, charge and spin: 78.2 kcal/mol
* HOMO: -6.46 eV

***

[2]
Here is a structure of composition C36H50NO2OsS from OMol25. Energies are from wB97M-V/def2-TZVPD.

The geometry in XYZ format:
```
91
Properties=species:S:1:pos:R:3:lowdin_spin:R:1
Os -0.92 -0.63 0.47 2.262
S -3.25 -0.62 -0.05 0.051
O -1.66 -1.33 2.31 0.069
O -2.69 -1.17 4.27 0.007
N -0.58 0.16 -1.18 0.640
C 1.18 -1.53 0.79 0.042
C -4.61 1.53 0.90 0.005
C -1.36 0.78 -2.13 0.066
C -4.61 2.35 3.16 0.002
C -3.36 0.35 2.59 0.010
C -3.79 1.29 3.52 0.000
C 0.94 -0.56 1.83 0.002
C 1.76 0.58 1.64 0.226
C -0.83 3.09 -1.10 0.006
C -1.09 2.84 0.39 0.023
C 0.67 3.10 -1.41 0.006
C 2.47 0.38 0.45 0.005
C -1.71 -1.37 -3.58 0.006
C -2.87 0.74 -4.04 -0.004
C -0.41 -1.42 -4.39 0.004
C 0.73 -3.28 2.61 0.000
C 2.38 2.98 2.06 0.004
C 2.11 -2.44 -2.13 0.000
C 2.59 -0.05 -2.44 0.013
C 0.71 1.86 3.53 0.003
C -2.52 -0.80 3.11 0.009
C -5.03 2.45 1.84 0.001
C 1.17 -3.05 1.16 0.004
C -1.99 0.07 -3.19 0.054
C -1.74 -2.43 -2.48 0.014
C 2.60 -3.60 1.09 0.001
C 2.76 -1.23 -1.46 0.021
C -3.14 2.09 -3.91 0.043
C -3.76 0.48 1.25 0.022
C 4.27 -1.49 -1.31 0.012
C -1.58 2.19 -2.05 0.052
C 3.09 1.17 3.61 0.019
C 1.96 1.66 2.68 0.027
C 2.15 -0.85 -0.11 0.210
C -2.47 2.80 -2.92 -0.004
C 0.23 -3.88 0.28 0.015
H -1.21 4.10 -1.31 0.000
H -5.68 3.27 1.54 0.000
H -3.36 0.18 -4.82 -0.001
H 2.56 3.73 2.84 0.000
H 0.90 2.62 4.30 0.000
H -4.92 3.07 3.90 0.000
H 0.42 -1.01 -3.82 0.001
H -3.84 2.59 -4.57 0.003
H -0.94 -2.29 -1.76 0.010
H 4.47 -2.33 -0.64 0.000
H -1.61 -3.42 -2.93 0.001
H 1.55 0.26 -2.49 0.004
H 2.34 -3.38 -1.63 0.000
H 0.30 -4.94 0.56 0.001
H 4.71 -1.70 -2.28 0.002
H -0.14 2.20 2.93 0.000
H 2.94 -0.34 -3.43 0.001
H 1.19 3.85 -0.81 0.000
H -2.52 -1.64 -4.26 0.000
H -2.15 2.71 0.60 0.000
H -0.81 -3.57 0.45 0.009
H 2.47 -2.53 -3.16 0.000
H 3.12 1.11 -0.01 -0.004
H -4.91 1.62 -0.14 0.000
H -0.16 -2.45 -4.68 0.000
H 3.29 1.90 4.39 0.004
H 3.18 0.82 -2.12 0.000
H -0.55 1.94 0.73 0.013
H 3.27 -2.98 1.69 0.001
H 1.03 -2.33 -2.17 0.000
H -2.68 -2.43 -1.94 0.000
H 3.00 -3.64 0.08 0.000
H 4.01 1.01 3.04 0.000
H 1.10 2.12 -1.18 0.002
H 1.43 -2.82 3.31 0.000
H -3.48 1.15 4.55 0.000
H 0.41 0.95 4.04 0.000
H 1.61 3.36 1.39 0.000
H 0.50 -0.81 2.78 0.001
H 2.82 0.22 4.08 0.000
H 0.84 3.32 -2.46 0.000
H 3.31 2.88 1.48 0.000
H 2.62 -4.62 1.49 0.000
H 4.76 -0.61 -0.89 0.000
H -0.72 3.68 0.98 0.001
H 0.44 -3.80 -0.78 0.000
H -0.51 -0.82 -5.30 0.000
H -2.64 3.87 -2.82 -0.001
H 0.73 -4.36 2.80 0.000
H -0.26 -2.89 2.82 0.000
```

* electronic energy: -2095.90765 Eh
* multiplicity: 5
* charge: -1
* HOMO (alpha / beta): -4.06 / -4.58 eV

***

[3]
Here is a structure of composition C36H51AuN5O3PS2 from OMol25. Energies are from wB97M-V/def2-TZVPD.

The geometry in XYZ format:
```
99
Properties=species:S:1:pos:R:3:lowdin_spin:R:1
Au 0.23 -0.41 0.24 0.627
S 0.35 0.57 -2.95 0.011
S -1.49 2.91 -1.07 0.001
P -1.05 -0.36 3.64 0.008
O -1.42 1.67 -0.20 0.002
O -0.18 -0.43 2.41 0.107
O 0.65 -0.56 -1.97 0.134
N -2.62 -0.75 3.27 0.000
N -3.14 -2.96 -0.52 0.000
N -0.89 1.13 4.30 0.002
N -1.35 -1.83 0.02 0.039
N -0.66 -1.42 4.83 0.010
C 6.43 2.28 1.50 0.008
C 5.09 2.05 1.40 0.081
C 1.22 0.08 -4.46 0.012
C -1.38 0.38 -3.45 -0.001
C 2.63 -0.31 -4.12 0.001
C 2.06 0.39 0.51 0.394
C -2.48 -1.80 -0.65 0.002
C 4.32 -2.02 -3.88 0.000
C 3.01 -1.65 -4.17 0.000
C -1.27 -3.07 0.62 0.005
C -2.50 4.13 -0.18 0.000
C -1.78 -0.91 -4.11 0.000
C -3.60 -1.19 4.27 0.000
C -1.72 1.50 5.44 0.000
C 6.90 0.20 0.31 0.005
C 7.34 1.36 0.96 0.162
C -0.35 5.25 -0.38 0.000
C -1.87 -3.32 -4.21 0.000
C -3.24 -0.01 2.18 -0.001
C 4.87 0.29 -3.47 0.000
C 0.51 -1.15 5.67 0.000
C -2.93 -2.01 -5.93 0.000
C -0.80 -2.85 4.54 0.000
C 3.27 0.63 0.62 0.198
C -2.37 -3.78 0.28 0.002
C 5.56 -0.05 0.19 0.088
C -4.38 -3.32 -1.20 0.000
C 5.25 -1.05 -3.54 0.000
C -1.56 5.09 0.54 0.000
C -2.51 -0.85 -5.29 0.000
C -1.46 -2.16 -3.57 0.000
C 0.05 3.83 -0.77 0.001
C -0.41 2.27 3.53 0.000
C -2.61 -3.25 -5.39 0.000
C 3.57 0.65 -3.76 0.000
C 4.62 0.88 0.73 0.089
H -3.50 -1.95 -6.84 0.000
H -1.24 4.66 1.50 0.000
H 4.61 -3.05 -3.95 0.000
H -4.88 -4.09 -0.62 0.000
H -1.25 2.89 3.18 0.000
H -2.76 0.11 -5.72 0.000
H -1.58 1.23 -4.10 0.000
H 4.36 2.74 1.81 0.002
H 2.28 -2.40 -4.44 0.000
H -0.44 -3.35 1.24 0.001
H -2.92 -4.16 -5.88 0.000
H -4.21 -0.35 4.61 0.000
H -5.02 -2.44 -1.25 0.000
H 0.67 -0.73 -4.92 0.000
H 0.12 -3.25 4.10 0.000
H 5.60 1.05 -3.22 0.000
H -0.87 -2.22 -2.66 0.000
H -3.16 3.55 0.47 0.000
H -1.99 0.61 6.02 0.000
H -2.64 2.01 5.13 0.000
H 1.19 0.96 -5.11 0.002
H 0.48 5.77 0.10 0.000
H -0.99 -3.39 5.47 0.000
H 0.69 3.76 -1.65 0.000
H -2.86 -0.97 -1.22 0.000
H 0.24 2.89 4.15 0.000
H 1.44 -1.45 5.16 0.000
H -0.62 5.82 -1.27 0.000
H 5.18 -0.93 -0.31 0.002
H -3.94 -0.65 1.65 0.000
H -4.26 -1.93 3.82 0.000
H -1.17 2.17 6.10 0.000
H 3.29 1.70 -3.74 0.000
H -1.60 -4.28 -3.80 0.000
H -3.79 0.86 2.56 0.000
H 7.63 -0.50 -0.09 -0.002
H 8.40 1.55 1.05 0.007
H -1.91 0.58 -2.52 0.000
H -3.10 -1.63 5.13 0.000
H -3.10 4.64 -0.93 0.000
H -4.17 -3.68 -2.20 0.000
H -1.62 -3.03 3.85 0.000
H 0.43 -1.72 6.59 0.000
H -2.68 -4.78 0.52 0.000
H 0.51 3.29 0.06 0.001
H -2.04 6.04 0.75 0.000
H 0.57 -0.09 5.92 0.000
H 6.80 3.16 2.00 -0.002
H -2.49 0.35 1.47 0.000
H 6.28 -1.33 -3.34 0.000
H 0.14 1.93 2.66 0.000
```

* electronic energy: -3174.73648 Eh
* ΔE to the lowest compared entry with this formula, charge and spin: 0.0 kcal/mol
* multiplicity: 3
* charge: +2
* HOMO (alpha / beta): -13.07 / -13.08 eV